a.
{"formula": "C4H8N3", "method": "wB97M-V/def2-TZVPD", "lumo_ev": [-6.12, -7.05], "multiplicity": 1, "homo_energy_ev": [-14.4, -13.8], "total_charge": 1, "species": ["C", "C", "C", "C", "N", "N", "N", "H", "H", "H", "H", "H", "H", "H", "H"], "coordinates": [[-0.017, 1.948, 2.818], [-0.252, -0.949, -1.903], [-0.982, -0.743, -0.670], [0.981, -0.953, -1.054], [0.321, 1.365, 0.526], [0.210, 1.673, 1.624], [0.197, -0.785, 0.162], [-0.939, 2.121, 3.443], [1.015, 2.014, 3.441], [-0.344, -1.910, -2.547], [-0.352, -0.152, -2.569], [-1.574, 0.094, -0.614], [-1.476, -1.638, -0.468], [1.528, -1.949, -0.863], [1.685, -0.135, -1.325]], "lowdin_charge": [0.086, -0.168, -0.217, -0.179, 0.277, -0.096, 0.162, 0.134, 0.171, 0.167, 0.097, 0.109, 0.133, 0.174, 0.149]}


b.
{"formula": "C4H8N3", "method": "wB97M-V/def2-TZVPD", "lumo_ev": -4.59, "multiplicity": 1, "homo_energy_ev": -13.4, "total_charge": 1, "smiles": "C=[NH+]CCN=C=N", "species": ["C", "C", "C", "C", "N", "N", "N", "H", "H", "H", "H", "H", "H", "H", "H"], "coordinates": [[0.337, 2.022, 1.292], [-1.506, -0.910, 0.443], [0.992, 0.577, -0.454], [0.619, -0.927, -0.550], [0.175, 1.072, 0.517], [0.017, 2.988, 1.892], [-0.878, -1.006, -0.632], [-0.989, -0.888, 1.471], [-2.530, -0.714, 0.348], [2.006, 0.761, -0.352], [0.576, 0.903, -1.338], [1.223, -1.254, -1.404], [1.033, -1.312, 0.441], [0.232, 3.492, 2.777], [-1.241, -0.872, -1.546]], "lowdin_charge": [-0.243, 0.149, -0.219, -0.094, 0.025, 0.225, 0.064, 0.164, 0.110, 0.125, 0.103, 0.136, 0.155, 0.128, 0.171]}


The structures above, arranged from the most stable to the least stable: b, a.